1.
{
  "formula": "C6H10O",
  "method": "ωB97M-V with the def2-TZVPD basis set",
  "symbols": ["C", "C", "C", "C", "C", "C", "O", "H", "H", "H", "H", "H", "H", "H", "H", "H", "H"],
  "positions_angstrom": [[-1.319, -0.221, -1.340], [-0.222, -0.665, -0.378], [1.181, -0.095, -0.779], [1.801, 0.368, 0.538], [0.961, 0.034, 1.530], [-0.433, -0.232, 1.082], [-1.252, 0.929, 1.239], [-1.305, 0.868, -1.474], [-1.164, -0.668, -2.328], [-2.316, -0.506, -0.988], [-0.194, -1.759, -0.357], [1.113, 0.734, -1.481], [1.749, -0.875, -1.318], [1.919, 1.341, 1.113], [1.318, 0.065, 2.545], [-0.909, -0.968, 1.718], [-0.930, 1.650, 0.678]],
  "total_charge": 0,
  "homo_lumo_gap_ev": 9.731,
  "homo_energy_ev": -8.83,
  "energy_ha": -309.7514,
  "smiles": "C[C@H]1CC=C[C@H]1O",
  "mol_weight_g_mol": 98.14,
  "relative_energy_kcal_mol": 57.1
}

***

2.
{
  "formula": "C4H9NO",
  "method": "ωB97M-V with the def2-TZVPD basis set",
  "symbols": ["C", "C", "C", "C", "N", "O", "H", "H", "H", "H", "H", "H", "H", "H", "H"],
  "positions_angstrom": [[1.162, 2.112, 0.070], [1.242, 0.612, 0.461], [0.046, -0.200, -0.003], [-0.149, -0.426, -1.482], [-0.656, -0.785, 0.918], [-1.723, -1.530, 0.473], [0.964, 2.239, -1.030], [2.145, 2.591, 0.291], [0.395, 2.639, 0.677], [1.280, 0.523, 1.552], [2.159, 0.185, 0.041], [-0.118, -1.531, -1.668], [-1.141, -0.067, -1.786], [0.650, 0.054, -2.079], [-1.763, -1.491, -0.478]],
  "total_charge": 0,
  "homo_lumo_gap_ev": 10.274,
  "homo_energy_ev": -9.46,
  "energy_ha": -287.7387,
  "smiles": "CC/C(C)=N/O",
  "mol_weight_g_mol": 87.12,
  "relative_energy_kcal_mol": 58.8
}